[1]
An isolated molecule of C11H16N2O6S in a non-equilibrium geometry. Source: the Open Molecules 2025 dataset; level of theory: ωB97M-V/def2-TZVPD.

As for the SMILES: CC1(C)CC(SC[C@H](NC(=O)CC(=O)O)C(=O)O)=NO1. Its energy above the lowest of the compared OMol25 structures with the same formula, charge and spin is 0.2891 eV. Its max |F| is 2.9 eV/A. Its molar mass is 304.32 g mol⁻¹. Its gap between HOMO and LUMO is 0.33705 Eh. Its total energy is -1387.89429 Ha. As for the net charge: 0.

XYZ file:
```
36
Properties=species:S:1:pos:R:3:forces:R:3
O 0.9720 -1.6345 -3.2989 -1.21 2.68 0.22
O 1.1877 1.9478 -1.3737 -1.49 1.67 -0.53
O 3.8138 2.0384 2.1972 0.45 0.16 0.06
N -0.3029 -1.2279 1.1923 -1.60 1.28 -0.17
O 0.1981 0.5449 -3.4121 0.75 -0.97 0.91
O 2.7696 3.9924 1.8923 -0.42 -0.38 -0.19
O -0.8616 -2.1804 0.3131 0.77 0.04 -0.01
S -0.9021 1.2177 2.3322 0.72 -0.88 -0.15
C 0.9536 -0.4678 -2.8958 0.89 -1.93 -1.51
C 1.6050 0.9268 -0.8946 2.48 -0.34 0.85
C 2.8398 2.6501 1.8422 1.00 -0.65 0.34
C -1.1165 -0.2153 1.2506 1.58 -0.75 0.78
N 1.9180 0.8500 0.4486 -0.18 -0.31 -1.27
C 2.0426 -0.1690 -1.8763 -0.91 -0.60 2.03
C -3.1912 -2.7587 0.3174 -0.92 -0.22 0.07
C -2.2503 -1.8167 -1.6833 0.55 0.38 -0.24
C 0.9388 1.2899 2.6525 -0.36 -0.77 -1.36
C -2.3226 -0.3397 0.3888 -0.67 -0.05 0.32
C 1.6162 1.8877 1.4024 -1.25 1.56 -0.30
C -2.1555 -1.7720 -0.1639 -0.89 0.25 -0.44
H 0.4033 1.3729 -2.8938 0.02 -0.65 -0.16
H 3.6247 4.2988 2.2348 -0.05 -0.04 0.00
H 2.3937 0.0289 0.7900 -0.15 -0.03 0.01
H 2.9491 0.1252 -2.4146 -0.16 0.15 0.23
H 2.2069 -1.1345 -1.3361 0.06 0.77 -0.61
H -4.2092 -2.4679 -0.0245 0.69 -0.26 -0.12
H -3.2768 -2.8021 1.3771 0.20 0.10 1.12
H -2.9522 -3.7799 -0.0033 -0.08 0.32 -0.20
H -1.5283 -1.1686 -2.1552 0.18 0.45 -0.10
H -2.0209 -2.7954 -2.0798 -0.09 -0.44 0.11
H -3.2507 -1.5254 -2.0223 0.16 -0.04 0.18
H 1.1561 1.8915 3.5115 -0.44 0.45 0.56
H 1.3814 0.3015 2.8426 -0.46 0.17 0.02
H -3.2560 -0.1866 0.9672 0.41 -0.17 -0.27
H -2.3075 0.4142 -0.3961 0.02 0.09 -0.11
H 0.9337 2.6638 0.9715 0.43 -1.02 -0.05
```
Positions in Å, forces in eV/Å.

[2]
An isolated molecule of C11H16N2S in a non-equilibrium geometry. Source: the Open Molecules 2025 dataset; level of theory: ωB97M-V/def2-TZVPD.

As for the SMILES: CSc1ccccc1N1CCNCC1. Its energy above the lowest of the compared OMol25 structures with the same formula, charge and spin is 2.3631 eV. Its max |F| is 3.2 eV/A. Its molar mass is 208.33 g mol⁻¹. Its gap between HOMO and LUMO is 0.33267 Eh. Its total energy is -936.38507 Ha. As for the net charge: 0.

XYZ file:
```
30
Properties=species:S:1:pos:R:3:forces:R:3
C 1.5561 2.7424 -0.7190 0.50 -0.11 -1.19
C 1.7119 0.3220 0.4759 -1.39 -1.96 -2.13
C 3.0388 -0.0680 0.4013 1.33 1.22 0.34
C 3.4584 -1.3587 0.0503 -2.22 1.69 0.72
C 2.4840 -2.2659 -0.1760 -0.28 -2.38 -0.52
C 1.1569 -1.9070 -0.2757 -1.37 1.17 -0.23
C 0.6975 -0.6056 -0.0562 2.14 1.02 1.61
C -1.1392 -0.4277 1.3974 -2.39 1.46 0.07
C -2.7640 -0.2189 1.3477 1.19 -0.21 -0.43
C -2.8247 0.1084 -1.0670 1.14 0.35 0.09
C -1.3844 0.6598 -0.8243 0.71 -1.62 -1.16
H 2.5936 2.4644 -1.0372 -0.85 0.10 0.41
H 1.5733 3.8408 -0.6112 -0.29 -0.51 0.18
H 0.8751 2.4611 -1.5854 0.58 0.26 1.29
H 3.8024 0.7061 0.6314 -0.53 -0.62 -0.02
H 4.4235 -1.6999 0.0475 2.45 -0.22 0.11
H 2.7715 -3.3393 -0.2702 -0.37 0.93 -0.20
H 0.3811 -2.5796 -0.5617 -0.24 -0.81 -0.09
H -0.6840 0.3364 2.0693 -0.33 -0.15 -0.30
H -0.8797 -1.3749 1.8602 -0.02 -0.42 -0.47
H -3.0567 0.8233 1.4981 0.41 0.06 0.07
H -3.2783 -0.7751 2.1046 0.08 -0.37 0.75
H -3.2399 -1.5729 -0.1481 0.15 -0.92 0.49
H -3.3768 0.9742 -1.3965 -0.88 0.27 0.21
H -2.8030 -0.5696 -1.9079 0.01 -0.27 -0.23
H -1.4309 1.6781 -0.4834 0.17 0.59 0.52
H -0.7581 0.6227 -1.7511 -0.91 0.42 0.32
N -0.6835 -0.2815 0.0182 0.48 -1.45 1.12
N -3.3753 -0.6185 0.0913 0.25 1.27 -0.92
S 1.1543 1.9237 0.8774 0.50 1.21 -0.40
```
Positions in Å, forces in eV/Å.

[3]
The ion C11H16N4 with charge +2 in a non-equilibrium geometry. Source: the Open Molecules 2025 dataset; level of theory: ωB97M-V/def2-TZVPD.

As for the SMILES: Cc1c[nH+]c2cncnc2c1[N+](C)(C)C. Its energy above the lowest of the compared OMol25 structures with the same formula, charge and spin is 2.6912 eV. Its max |F| is 6.1 eV/A. Its molar mass is 204.28 g mol⁻¹. Its gap between HOMO and LUMO is 0.29153 Eh. Its total energy is -647.05477 Ha. As for the net charge: +2.

XYZ file:
```
31
Properties=species:S:1:pos:R:3:forces:R:3
C -2.2478 1.3306 2.6169 0.78 0.82 -0.97
C -1.0714 -1.8369 1.3449 -1.32 -1.48 -0.44
C -1.0601 2.9867 1.4648 -0.65 -0.96 0.54
C -0.0575 -1.4538 0.4310 0.47 1.76 -0.30
C -0.7378 0.8327 0.7731 -0.85 -0.48 0.62
C -1.6027 0.3720 1.8109 0.41 0.26 -0.40
C -0.0632 -0.1111 -0.0509 0.37 -2.90 1.13
C 1.0457 -2.4526 0.2536 -0.82 0.89 -5.94
C 0.3774 -0.7803 -2.3389 -2.15 2.28 -0.40
C 2.1936 0.1467 -0.9604 3.97 -2.64 0.42
C 0.4730 1.5701 -1.8281 5.20 0.27 -1.39
N -1.9665 2.6169 2.4144 -0.51 -0.47 0.87
N -0.5175 2.1244 0.6466 0.85 1.19 -0.71
N -1.8139 -0.9713 1.9878 -0.04 0.88 -1.09
N 0.7307 0.1876 -1.2878 1.01 1.19 3.07
H -2.9416 0.9092 3.3683 0.18 1.12 -0.14
H -1.4812 -2.8904 1.3918 1.22 1.05 0.16
H -0.7432 4.0354 1.3550 -0.54 -0.49 0.33
H 0.6960 -3.3595 -0.1962 -0.66 -0.90 0.17
H 1.8152 -2.1868 -0.5516 -0.93 -0.17 2.00
H 1.3987 -2.6461 1.1620 2.03 -0.83 3.63
H 0.7606 -0.2727 -3.2098 0.11 -1.05 -0.70
H 0.7472 -1.7094 -2.0992 0.77 -1.97 0.03
H -0.7265 -0.7432 -2.3250 0.46 -0.43 -0.62
H 2.7308 -0.8521 -1.1738 -1.53 1.18 -0.71
H 2.9077 0.8073 -1.4968 -1.40 0.39 0.26
H 2.5044 0.0521 0.1013 -1.12 1.26 -0.18
H 0.8421 1.3563 -2.8856 -0.42 1.65 1.33
H -0.4953 1.7714 -1.8203 -4.37 0.71 -0.15
H 1.0101 2.4253 -1.2690 -0.62 -1.89 -1.02
H -2.7073 -1.2587 2.3710 0.10 -0.23 0.61
```
Positions in Å, forces in eV/Å.

[4]
An isolated molecule of C11H16N4O3 in a non-equilibrium geometry. Source: the Open Molecules 2025 dataset; level of theory: ωB97M-V/def2-TZVPD.

As for the SMILES: O=C(O)[C@H](Cc1c[nH]cn1)NC(=O)[C@@H]1CCCN1. Its energy above the lowest of the compared OMol25 structures with the same formula, charge and spin is 3.0720 eV. Its max |F| is 4.9 eV/A. Its molar mass is 252.27 g mol⁻¹. Its gap between HOMO and LUMO is 0.32761 Eh. Its total energy is -873.45515 Ha. As for the net charge: 0.

XYZ file:
```
34
Properties=species:S:1:pos:R:3:forces:R:3
C 0.9795 1.6732 -0.6824 -2.14 2.57 1.94
C 1.0702 0.1974 -0.6781 -0.56 -0.29 -2.07
C -0.5126 2.1621 -0.0957 -0.41 -0.16 -0.80
C -0.9738 3.3234 -1.0030 -0.33 -0.88 -1.72
C -0.2937 2.9301 -2.3458 0.59 -1.51 2.19
C 1.5646 -1.7726 0.6372 -1.69 -1.30 1.72
C 2.4342 -2.3344 -0.4697 0.61 -1.60 2.38
C 0.1249 -2.4102 0.4634 0.20 2.23 -1.46
C -0.9498 -1.7076 1.2185 -0.70 -3.03 0.61
C -1.8297 -2.2877 2.1387 2.03 -0.55 -0.85
C -2.3251 -0.1700 1.8307 0.88 0.60 -2.83
H 1.4474 1.8687 -2.6579 0.44 -0.72 -0.84
H 1.7159 2.0055 0.0700 -0.06 0.43 -0.45
H -0.5147 2.4112 0.9628 0.40 0.11 0.10
H -1.3788 1.4494 -0.1967 1.73 0.06 -0.10
H -0.6878 4.3293 -0.7783 0.14 0.54 0.72
H -2.0940 3.2362 -1.1809 1.29 0.50 0.47
H -0.9033 2.1214 -2.7023 -0.23 -0.58 -0.76
H -0.1511 3.6626 -3.0838 -0.15 1.21 -0.84
H 1.2175 0.1930 1.2303 0.72 -0.84 -0.19
H 1.8199 -1.8627 1.7375 0.56 -0.90 -1.44
H -0.0930 -2.1364 -0.6032 0.01 -0.98 0.67
H 0.1211 -3.4484 0.6663 0.15 -1.04 -0.02
H -1.7284 -3.3314 2.4714 -0.78 0.90 0.30
H -2.8757 0.8155 1.9195 0.89 -1.53 -0.21
H -3.2511 -1.3405 3.2145 -2.93 -0.07 3.29
H 3.2049 -4.1508 -0.7512 2.74 -1.43 -2.81
N 1.0612 2.4350 -1.9462 -0.76 0.08 1.39
N 1.5937 -0.3898 0.4627 -1.28 3.50 -0.10
N -1.3237 -0.4944 0.9076 -2.21 3.53 2.59
N -2.6885 -1.2845 2.4739 2.68 -0.32 -2.14
O 0.7035 -0.3700 -1.6898 0.00 -0.68 0.26
O 2.9014 -1.6351 -1.2857 1.34 -0.38 -1.48
O 2.6149 -3.6873 -0.2543 -3.16 2.54 2.44
```
Positions in Å, forces in eV/Å.

[5]
An isolated molecule of C11H16N4O5 in a non-equilibrium geometry. Source: the Open Molecules 2025 dataset; level of theory: ωB97M-V/def2-TZVPD.

As for the SMILES: N[C@@H](CCC(=O)O)C(=O)N[C@@H](Cc1c[nH]cn1)C(=O)O. Its energy above the lowest of the compared OMol25 structures with the same formula, charge and spin is 0.0479 eV. Its max |F| is 1.8 eV/A. Its molar mass is 284.27 g mol⁻¹. Its gap between HOMO and LUMO is 0.33277 Eh. Its total energy is -1024.07269 Ha. As for the net charge: 0.

XYZ file:
```
36
Properties=species:S:1:pos:R:3:forces:R:3
C -2.3591 1.1985 -0.0186 -0.23 -0.16 -0.50
C -0.8639 1.2537 0.0512 1.40 1.08 -0.42
C -2.6989 0.0639 -1.0387 -0.04 0.50 -0.24
C -3.9248 -0.7391 -0.6253 0.63 -0.67 -0.91
C -3.6586 -1.5921 0.5787 0.91 0.45 0.49
C 1.1478 -0.0551 0.8036 0.37 0.83 -0.22
C 1.9804 1.0005 1.6077 -0.43 0.52 -0.26
C 1.7588 -0.2138 -0.6211 -0.36 -0.60 0.68
C 3.1790 -0.6330 -0.5184 -0.03 -0.20 -0.36
C 4.3198 0.1210 -0.6279 -0.52 -0.13 0.29
C 4.7770 -2.0022 -0.1956 0.41 0.23 0.24
H -3.7632 2.5116 -0.7801 0.58 -0.01 0.28
H -2.1740 3.0219 -0.8841 -0.31 -0.20 0.18
H -2.7296 0.8869 0.9501 -0.04 -0.09 0.30
H -1.8127 -0.5833 -1.1691 -0.58 0.04 0.08
H -2.8936 0.5260 -2.0182 0.11 -0.06 0.26
H -4.2534 -1.3746 -1.4705 0.18 0.02 0.51
H -4.7911 -0.1376 -0.4159 -0.37 0.55 0.22
H -4.4397 -2.9327 1.6094 -0.08 0.01 0.10
H -0.9231 -0.4189 1.1389 0.03 0.02 0.02
H 1.2561 -0.9979 1.3404 -0.06 0.10 -0.07
H 1.1853 -1.0237 -1.0828 0.09 0.11 -0.15
H 1.6355 0.6800 -1.2130 -0.04 0.31 -0.02
H 4.5012 1.1912 -0.7474 -0.17 -0.59 -0.03
H 5.4228 -2.8317 0.0483 -0.25 -0.19 -0.09
H 6.2998 -0.5297 -0.2535 -0.55 -0.27 -0.24
H 1.1463 2.3354 0.5078 -0.21 0.10 -0.46
N -2.8552 2.5267 -0.3016 -0.42 0.23 -0.61
N -0.2889 0.2581 0.7310 0.31 -0.37 0.47
N 3.4744 -1.9685 -0.2544 0.15 0.73 -0.16
N 5.3259 -0.7808 -0.4166 1.15 0.29 0.24
O -0.2115 2.1538 -0.5274 -0.73 -0.87 0.62
O -2.6476 -1.5466 1.2679 -1.03 -0.34 -0.69
O -4.6903 -2.3838 0.8509 -0.01 -0.41 0.19
O 2.7144 0.7416 2.5184 -0.13 -0.41 -0.18
O 1.8548 2.2743 1.1756 0.25 -0.58 0.43
```
Positions in Å, forces in eV/Å.

[6]
An isolated molecule of C11H16N6O4 in a non-equilibrium geometry. Source: the Open Molecules 2025 dataset; level of theory: ωB97M-V/def2-TZVPD.

As for the SMILES: CC1=C(N2C=CCN(C3=C(C)N(O)ON3)C=C2)NON1O. Its max |F| is 6.3 eV/A. Its molar mass is 296.29 g mol⁻¹. Its gap between HOMO and LUMO is 0.22836 Eh. Its total energy is -1057.60170 Ha. As for the net charge: 0.

XYZ file:
```
37
Properties=species:S:1:pos:R:3:forces:R:3
O -1.0649 4.5829 3.6659 -1.03 0.22 1.43
O -2.3967 2.7067 2.8498 -1.44 -0.38 0.70
O 0.6144 -3.4729 -5.0540 2.48 -1.28 -0.17
O 1.6600 -3.6186 -2.8528 0.37 -1.57 -1.07
C 1.1730 0.6817 0.7613 -0.77 -4.00 -4.73
C -0.2365 -0.9999 1.9556 -2.63 -0.37 -1.03
C -0.5682 1.4224 2.2130 2.62 1.68 1.44
C 1.1705 0.0231 -0.5007 -1.54 1.96 4.09
C 0.6481 -1.8047 -1.8816 -1.92 1.27 -5.89
C -0.0596 2.6171 2.7242 0.41 -2.63 -0.11
C 0.2173 -1.8115 -3.2298 2.52 -2.05 2.59
C -1.0342 -1.7246 1.0971 4.02 3.20 0.35
N -1.9739 1.4632 2.2641 1.99 -0.59 -0.47
N 1.6594 -2.7956 -1.7260 0.57 2.93 1.22
N -1.1507 3.3848 3.0321 0.52 1.01 -1.87
N 0.6886 -3.0472 -3.7397 -2.20 0.98 0.74
N 0.1804 0.3100 1.6785 -1.39 2.06 1.16
N 0.1803 -0.8209 -1.0168 -0.94 -1.53 1.32
C 1.3516 3.1494 3.0312 -0.90 -0.42 1.46
C -0.5949 -0.8442 -4.0009 -0.10 -1.47 0.15
C -1.1266 -1.1954 -0.2909 -0.54 1.16 -0.29
H -1.7932 5.2009 3.4318 0.52 -0.84 -0.64
H 1.4747 -3.9773 -5.2948 -1.57 1.51 0.71
H 2.0326 1.1843 1.1019 0.72 0.82 0.10
H -0.2424 -1.3186 2.9717 0.63 -0.21 0.95
H 1.8477 0.2306 -1.2670 1.55 0.28 -0.67
H -1.0641 -2.7231 1.3260 -1.01 -2.47 0.45
H -2.5212 0.7076 1.8851 -1.03 0.92 0.40
H 1.6199 -3.1855 -0.8106 -0.32 -1.91 0.24
H 2.0943 2.4065 2.7426 -0.09 0.11 0.24
H 1.5127 4.0372 2.4666 0.20 0.74 -0.70
H 1.5350 3.5030 4.1268 -0.64 -1.05 -1.72
H -1.2792 -1.3732 -4.6867 -0.31 0.00 0.76
H -1.1067 -0.3994 -3.1068 0.23 1.02 -1.71
H 0.0498 -0.3680 -4.7732 -0.34 0.82 1.20
H -1.7809 -1.8742 -0.8628 0.96 0.27 -0.49
H -1.7168 -0.2569 -0.2301 0.41 -0.20 -0.12
```
Positions in Å, forces in eV/Å.